[1]
The following is a DFT calculation (the ωB97M-V functional and the def2-TZVPD basis) of a 9-piece molecular cluster, C23H47B3Cl17IO3 overall.

Positions of all 94 atoms, in Å:
C1 -1.290 -6.680 -2.254
C2 -1.420 -5.457 -1.327
C3 -2.598 -5.603 -0.343
C4 -1.592 -4.182 -2.162
B1 -1.680 -2.817 -1.433
O1 -1.119 -2.574 -0.167
B2 -0.699 -1.305 0.107
I1 0.764 -0.923 1.625
O2 -1.134 -0.229 -0.621
B3 -1.493 -0.567 -1.936
C5 -0.939 0.232 -3.157
C6 0.548 0.600 -2.967
C7 0.722 2.018 -2.463
Cl1 1.406 0.417 -4.548
O3 -2.263 -1.711 -2.057
H1 -1.054 -6.376 -3.276
H2 -0.500 -7.365 -1.948
H3 -2.228 -7.238 -2.302
H4 -0.505 -5.368 -0.736
H5 -2.341 -5.238 0.653
H6 -3.475 -5.048 -0.684
H7 -2.890 -6.647 -0.228
H8 -2.474 -4.269 -2.807
H9 -0.743 -4.086 -2.855
H10 -1.507 1.160 -3.290
H11 -1.074 -0.375 -4.050
H12 1.056 -0.090 -2.293
H13 1.776 2.276 -2.372
H14 0.263 2.711 -3.171
H15 0.232 2.109 -1.492
Cl2 -3.603 4.401 -2.320
C8 -3.679 2.981 -1.243
C9 -3.145 3.277 0.132
Cl3 -1.379 3.574 0.112
H16 -3.118 2.180 -1.720
H17 -4.724 2.687 -1.167
H18 -3.316 2.417 0.778
H19 -3.623 4.146 0.574
Cl4 4.070 -0.005 0.181
C10 5.648 0.540 -0.462
C11 5.474 1.518 -1.593
Cl5 4.763 0.745 -3.034
H20 6.195 -0.344 -0.781
H21 6.181 1.016 0.359
H22 6.435 1.927 -1.897
H23 4.822 2.340 -1.307
Cl6 8.043 3.625 -2.853
C12 7.565 4.434 -4.372
C13 6.510 5.482 -4.131
Cl7 4.960 4.760 -3.626
H24 7.210 3.664 -5.051
H25 8.460 4.894 -4.785
H26 6.326 6.030 -5.053
H27 6.816 6.181 -3.357
Cl8 3.351 -5.067 0.356
C14 4.383 -4.144 1.477
C15 5.439 -3.353 0.750
Cl9 6.674 -4.400 -0.002
H28 4.824 -4.848 2.179
H29 3.731 -3.460 2.018
H30 5.956 -2.706 1.457
H31 4.997 -2.744 -0.033
Cl10 -4.527 5.071 2.794
C16 -2.883 5.757 2.900
C17 -2.701 6.586 4.144
Cl11 -3.656 8.095 4.094
H32 -2.704 6.336 1.998
H33 -2.190 4.916 2.923
H34 -1.656 6.876 4.236
H35 -2.998 6.032 5.032
Cl12 -5.725 5.041 7.173
C18 -6.384 6.098 5.893
C19 -7.591 6.869 6.356
Cl13 -9.000 5.814 6.643
H36 -6.616 5.469 5.038
H37 -5.597 6.796 5.612
H38 -7.878 7.583 5.585
H39 -7.388 7.404 7.280
Cl14 -3.556 2.905 5.381
C20 -2.489 1.507 5.092
C21 -2.283 1.235 3.624
Cl15 -3.772 0.648 2.830
H40 -2.926 0.650 5.597
H41 -1.528 1.736 5.551
H42 -1.532 0.459 3.497
H43 -1.958 2.128 3.094
Cl16 1.978 -8.050 -2.347
C22 2.334 -9.736 -1.893
C23 1.640 -10.719 -2.800
Cl17 -0.131 -10.687 -2.587
H44 2.029 -9.869 -0.859
H45 3.412 -9.869 -1.965
H46 1.974 -11.728 -2.567
H47 1.849 -10.506 -3.845

Calculated values
DFT total energy (eV): -253778.1375
Orbital gap (eV): 10.1

---

[2]
The following is a DFT calculation (the ωB97M-V functional and the def2-TZVPD basis) of C23H48CeNO2P3 as an isolated structure.

Positions of all 78 atoms, in Å:
Ce1 0.870 -0.137 0.099
P1 -2.283 0.874 -0.543
P2 -0.063 -1.828 -2.095
P3 0.323 2.184 -1.642
H1 2.136 1.215 2.384
C1 1.659 2.007 1.776
C2 0.320 2.209 1.919
H2 -0.225 1.563 2.624
C3 -3.496 0.116 0.589
C4 -3.042 0.400 -2.149
C5 -2.865 2.625 -0.398
C6 1.556 -2.699 -2.180
C7 -1.192 -3.275 -2.131
C8 -0.195 -1.274 -3.845
C9 0.406 3.926 -1.077
C10 -0.486 2.474 -3.266
C11 2.058 2.012 -2.223
H3 2.316 2.621 1.147
H4 -0.234 3.037 1.469
H5 -3.428 0.612 1.562
H6 -3.263 -0.946 0.708
H7 -4.517 0.224 0.202
H8 -2.845 -0.660 -2.339
H9 -2.613 0.986 -2.963
H10 -4.123 0.573 -2.102
H11 -2.611 2.996 0.605
H12 -3.960 2.659 -0.532
H13 -2.386 3.275 -1.139
H14 1.449 -3.439 -2.988
H15 1.789 -3.244 -1.252
H16 2.385 -2.026 -2.452
H17 -0.802 -4.043 -2.814
H18 -2.206 -2.998 -2.451
H19 -1.262 -3.704 -1.121
H20 0.044 -2.104 -4.519
H21 0.511 -0.458 -4.030
H22 -1.213 -0.916 -4.068
H23 1.077 4.473 -1.759
H24 0.807 3.983 -0.058
H25 -0.589 4.392 -1.094
H26 0.187 3.096 -3.869
H27 -1.439 2.997 -3.141
H28 -0.647 1.524 -3.784
H29 2.344 2.954 -2.718
H30 2.165 1.178 -2.934
H31 2.758 1.844 -1.392
C12 4.680 0.323 -0.712
C13 5.533 -0.756 -0.939
C14 6.841 -0.508 -1.381
C15 7.283 0.821 -1.516
C16 6.427 1.892 -1.243
C17 5.111 1.640 -0.808
O1 3.293 0.024 -0.437
H32 3.359 -0.843 0.027
H33 5.154 -1.780 -0.830
H34 7.525 -1.317 -1.615
H35 8.287 1.009 -1.891
H36 6.781 2.919 -1.360
H37 4.451 2.468 -0.582
O2 -0.455 -1.057 1.884
C18 -1.214 -1.447 2.848
C19 -1.886 -0.516 3.840
C20 -3.413 -0.668 3.978
C21 -3.913 -1.797 4.875
C22 -3.598 -3.183 4.293
C23 -2.095 -3.421 4.158
N1 -1.469 -2.760 2.998
H38 -1.417 -0.705 4.819
H39 -1.669 0.525 3.567
H40 -3.800 0.280 4.385
H41 -3.859 -0.817 2.987
H42 -3.503 -1.691 5.891
H43 -5.006 -1.711 4.980
H44 -4.011 -3.945 4.978
H45 -4.079 -3.310 3.307
H46 -1.616 -3.099 5.090
H47 -1.917 -4.497 4.052
H48 -0.979 -3.348 2.340

Calculated values
Relative energy (zero: lowest compared OMol25 entry of this formula, charge and spin) (kcal/mol): 0.0
DFT total energy (eV): -70969.1726
Charge: +4
Orbital gap (spin up / spin down) (eV): 3.8 / 3.7

---

[3]
The following is a DFT calculation (the ωB97M-V functional and the def2-TZVPD basis) of C23H48Cl2GeN4OSi3Ti as an isolated structure.

Positions of all 83 atoms, in Å:
Ti1 -0.183 0.123 -0.188
N1 -0.052 -0.099 2.040
C1 1.119 -0.120 2.976
C2 2.183 0.914 2.619
C3 3.432 0.297 1.990
C4 3.144 -0.626 0.817
N2 2.252 0.025 -0.173
H1 -0.666 0.659 2.347
H2 -0.626 -0.919 2.246
H3 1.534 -1.124 2.944
H4 0.740 0.030 3.988
H5 2.475 1.467 3.512
H6 1.754 1.661 1.946
H7 3.979 -0.274 2.743
H8 4.111 1.092 1.672
H9 2.652 -1.545 1.144
H10 4.084 -0.922 0.347
H11 2.346 -0.459 -1.063
H12 2.601 0.965 -0.354
O1 -0.055 0.128 -1.961
C5 0.226 0.900 -3.036
C6 0.289 0.335 -4.301
C7 0.574 1.157 -5.378
C8 0.797 2.517 -5.193
C9 0.732 3.067 -3.928
C10 0.441 2.267 -2.818
C11 0.327 2.823 -1.476
N3 0.039 2.168 -0.338
C12 -0.024 3.119 0.671
C13 0.246 4.336 0.150
N4 0.467 4.129 -1.191
H13 0.110 -0.724 -4.424
H14 0.623 0.734 -6.373
H15 1.022 3.149 -6.040
H16 0.912 4.129 -3.821
H17 -0.272 2.862 1.686
H18 0.290 5.313 0.596
H19 0.667 4.853 -1.863
C14 -2.631 -2.471 -2.369
Si1 -3.469 -2.073 -0.725
C15 -3.183 -3.395 0.585
C16 -5.315 -1.976 -1.035
Ge1 -2.714 0.084 0.095
Si2 -3.768 1.667 -1.414
C17 -5.626 1.628 -1.165
C18 -3.350 1.134 -3.170
C19 -3.246 3.439 -1.073
Si3 -3.487 0.413 2.366
C20 -2.876 2.089 2.999
C21 -2.886 -0.930 3.557
C22 -5.359 0.374 2.376
H20 -2.490 -3.549 -2.478
H21 -1.664 -1.990 -2.510
H22 -3.277 -2.149 -3.187
H23 -3.226 -4.389 0.133
H24 -3.982 -3.352 1.328
H25 -2.247 -3.298 1.132
H26 -5.666 -2.985 -1.271
H27 -5.553 -1.347 -1.893
H28 -5.888 -1.623 -0.176
H29 -6.063 0.633 -1.202
H30 -6.073 2.212 -1.976
H31 -5.928 2.102 -0.231
H32 -4.122 0.459 -3.546
H33 -2.397 0.613 -3.259
H34 -3.325 2.000 -3.837
H35 -3.644 3.775 -0.113
H36 -3.666 4.092 -1.843
H37 -2.172 3.593 -1.058
H38 -1.879 2.033 3.450
H39 -3.538 2.446 3.791
H40 -2.857 2.855 2.222
H41 -1.903 -0.733 3.992
H42 -2.878 -1.929 3.118
H43 -3.578 -0.963 4.402
H44 -5.809 1.143 1.750
H45 -5.695 0.543 3.402
H46 -5.752 -0.593 2.059
Cl1 0.335 -2.514 -0.565
C23 0.371 -3.932 0.585
Cl2 0.498 -3.463 2.257
H47 1.243 -4.497 0.279
H48 -0.559 -4.458 0.405

Calculated values
Relative energy (zero: lowest compared OMol25 entry of this formula, charge and spin) (kcal/mol): 0.3
DFT total energy (eV): -160939.0706
Charge: +2
Orbital gap (eV): 6.9

---

[4]
The following is a DFT calculation (the ωB97M-V functional and the def2-TZVPD basis) of a 3-piece molecular cluster, C23H48F4NO12P2S overall.

Positions of all 91 atoms, in Å:
O1 0.492 0.615 -0.984
C1 0.348 -0.353 -1.704
O2 -0.896 -0.677 -2.154
C2 1.524 -1.192 -2.120
C3 2.564 -1.317 -0.971
C4 3.103 -2.764 -0.829
C5 2.204 -3.475 0.191
C6 2.483 -3.170 1.690
N1 1.332 -3.957 2.290
C7 1.106 -5.184 1.400
C8 -0.392 -5.217 1.013
C9 -0.689 -5.855 -0.360
C10 -1.122 -4.858 -1.432
F1 -2.452 -4.866 -1.575
F2 -0.562 -5.150 -2.612
F3 -0.777 -3.579 -1.149
S1 1.498 -6.552 2.545
O3 0.512 -6.606 3.557
O4 1.795 -7.725 1.825
F4 2.821 -6.029 3.229
C11 2.162 -5.002 0.263
H1 -1.512 -0.502 -1.432
H2 1.185 -2.168 -2.476
H3 2.013 -0.723 -2.979
H4 3.360 -0.603 -1.175
H5 2.087 -1.007 -0.036
H6 2.910 -3.239 -1.794
H7 4.163 -2.786 -0.575
H8 1.231 -2.982 0.056
H9 3.343 -3.782 1.968
H10 2.548 -2.123 1.973
H11 0.560 -3.285 2.230
H12 1.361 -4.133 3.300
H13 -0.872 -4.241 1.088
H14 -0.885 -5.851 1.755
H15 -1.526 -6.540 -0.225
H16 0.121 -6.462 -0.758
H17 3.055 -5.473 0.693
H18 1.995 -5.586 -0.638
O5 1.330 3.375 3.984
P1 1.555 1.908 4.051
O6 3.157 1.741 4.339
C12 3.769 2.444 5.420
C13 3.619 1.693 6.730
O7 1.507 1.494 2.476
C14 0.889 2.350 1.498
C15 1.928 3.180 0.778
O8 1.181 0.329 4.424
C16 0.538 0.020 5.671
C17 -0.465 1.067 6.109
H19 3.364 3.454 5.508
H20 4.827 2.536 5.171
H21 2.577 1.701 7.063
H22 4.224 2.152 7.512
H23 3.922 0.651 6.615
H24 0.125 2.979 1.954
H25 0.393 1.694 0.788
H26 2.534 3.754 1.479
H27 1.455 3.871 0.079
H28 2.610 2.533 0.221
H29 1.298 -0.137 6.442
H30 0.025 -0.935 5.532
H31 0.031 2.015 6.345
H32 -0.996 0.739 7.002
H33 -1.192 1.262 5.318
O9 -3.370 4.668 -5.761
P2 -3.394 4.028 -4.418
O10 -4.417 2.757 -4.585
C18 -4.233 1.825 -5.644
C19 -3.221 0.755 -5.274
O11 -4.340 5.048 -3.576
C20 -4.564 6.389 -4.019
C21 -5.887 6.494 -4.748
O12 -2.765 3.509 -2.979
C22 -1.456 2.930 -2.917
C23 -0.462 3.567 -3.866
H34 -3.936 2.333 -6.565
H35 -5.204 1.362 -5.824
H36 -2.213 1.179 -5.216
H37 -3.207 -0.040 -6.021
H38 -3.454 0.321 -4.301
H39 -3.740 6.741 -4.638
H40 -4.587 7.017 -3.126
H41 -5.942 5.784 -5.573
H42 -6.033 7.500 -5.143
H43 -6.712 6.261 -4.073
H44 -1.529 1.853 -3.096
H45 -1.105 3.057 -1.892
H46 -0.736 3.380 -4.911
H47 0.537 3.160 -3.705
H48 -0.429 4.649 -3.723

Calculated values
DFT total energy (eV): -90967.9109
Charge: +1
Orbital gap (eV): 8.0

---

[5]
The following is a DFT calculation (the ωB97M-V functional and the def2-TZVPD basis) of a 3-piece molecular cluster, C23H48N4O4P overall.

Positions of all 80 atoms, in Å:
N1 2.684 2.272 -2.250
P1 3.846 3.288 -1.869
N2 4.546 4.174 -2.982
C1 4.433 5.601 -3.001
C2 3.027 6.183 -3.407
C3 2.149 5.176 -4.168
C4 0.775 4.898 -3.554
O1 0.865 4.842 -2.101
C5 0.043 5.618 -1.409
O2 -1.144 5.706 -1.554
H1 2.896 1.329 -1.945
H2 4.819 2.568 -1.112
H3 3.430 4.216 -0.855
H4 5.161 5.983 -3.733
H5 4.713 6.082 -2.044
H6 3.187 7.077 -4.023
H7 2.506 6.531 -2.510
H8 1.943 5.531 -5.188
H9 2.698 4.236 -4.248
H10 0.401 3.927 -3.890
H11 0.039 5.669 -3.801
H12 0.584 6.192 -0.638
C6 -1.990 -0.113 -0.174
C7 -0.628 0.382 -0.690
C8 -0.809 1.546 -1.672
C9 -1.379 1.106 -3.017
C10 -0.541 -0.014 -3.630
C11 -0.362 -1.220 -2.697
N3 0.127 -0.733 -1.364
O3 1.397 -0.622 -1.303
C12 -1.671 -2.007 -2.570
C13 0.692 -2.171 -3.253
C14 0.188 0.833 0.512
H13 -2.290 0.510 0.670
H14 -2.783 -0.046 -0.915
H15 -1.934 -1.145 0.180
H16 0.163 2.024 -1.854
H17 -1.457 2.294 -1.204
H18 -2.425 0.792 -2.927
H19 -1.378 1.965 -3.691
H20 -1.006 -0.374 -4.554
H21 0.446 0.380 -3.892
H22 -1.586 -2.770 -1.794
H23 -1.867 -2.506 -3.520
H24 -2.533 -1.386 -2.348
H25 1.626 -1.654 -3.456
H26 0.315 -2.601 -4.183
H27 0.894 -2.980 -2.549
H28 0.337 0.002 1.207
H29 -0.352 1.625 1.037
H30 1.159 1.230 0.225
C15 -1.579 -5.194 5.047
C16 -2.219 -4.235 4.032
C17 -1.745 -4.543 2.607
C18 -0.289 -4.156 2.354
C19 -0.039 -2.693 2.715
C20 -0.483 -2.324 4.135
N4 -1.893 -2.797 4.329
O4 -2.767 -1.977 3.883
C21 0.471 -2.921 5.176
C22 -0.454 -0.812 4.316
C23 -3.731 -4.400 4.137
H31 -2.177 -6.105 5.089
H32 -0.567 -5.490 4.784
H33 -1.565 -4.756 6.045
H34 -2.385 -3.997 1.906
H35 -1.900 -5.610 2.419
H36 0.389 -4.812 2.908
H37 -0.057 -4.304 1.298
H38 1.024 -2.456 2.618
H39 -0.563 -2.061 1.994
H40 0.073 -2.783 6.183
H41 1.422 -2.393 5.110
H42 0.680 -3.975 5.029
H43 -1.028 -0.291 3.554
H44 0.582 -0.477 4.248
H45 -0.843 -0.523 5.295
H46 -4.077 -4.159 5.143
H47 -3.980 -5.441 3.922
H48 -4.254 -3.760 3.432

Calculated values
Relative energy (zero: lowest compared OMol25 entry of this formula, charge and spin) (kcal/mol): 0.0
DFT total energy (eV): -48065.7025
Charge: -1
Orbital gap (spin up / spin down) (eV): 5.7 / 5.7
Multiplicity: 3

---

Please write out number 3 again, unchanged.
The following is a DFT calculation (the ωB97M-V functional and the def2-TZVPD basis) of C23H48Cl2GeN4OSi3Ti as an isolated structure.

Positions of all 83 atoms, in Å:
Ti1 -0.183 0.123 -0.188
N1 -0.052 -0.099 2.040
C1 1.119 -0.120 2.976
C2 2.183 0.914 2.619
C3 3.432 0.297 1.990
C4 3.144 -0.626 0.817
N2 2.252 0.025 -0.173
H1 -0.666 0.659 2.347
H2 -0.626 -0.919 2.246
H3 1.534 -1.124 2.944
H4 0.740 0.030 3.988
H5 2.475 1.467 3.512
H6 1.754 1.661 1.946
H7 3.979 -0.274 2.743
H8 4.111 1.092 1.672
H9 2.652 -1.545 1.144
H10 4.084 -0.922 0.347
H11 2.346 -0.459 -1.063
H12 2.601 0.965 -0.354
O1 -0.055 0.128 -1.961
C5 0.226 0.900 -3.036
C6 0.289 0.335 -4.301
C7 0.574 1.157 -5.378
C8 0.797 2.517 -5.193
C9 0.732 3.067 -3.928
C10 0.441 2.267 -2.818
C11 0.327 2.823 -1.476
N3 0.039 2.168 -0.338
C12 -0.024 3.119 0.671
C13 0.246 4.336 0.150
N4 0.467 4.129 -1.191
H13 0.110 -0.724 -4.424
H14 0.623 0.734 -6.373
H15 1.022 3.149 -6.040
H16 0.912 4.129 -3.821
H17 -0.272 2.862 1.686
H18 0.290 5.313 0.596
H19 0.667 4.853 -1.863
C14 -2.631 -2.471 -2.369
Si1 -3.469 -2.073 -0.725
C15 -3.183 -3.395 0.585
C16 -5.315 -1.976 -1.035
Ge1 -2.714 0.084 0.095
Si2 -3.768 1.667 -1.414
C17 -5.626 1.628 -1.165
C18 -3.350 1.134 -3.170
C19 -3.246 3.439 -1.073
Si3 -3.487 0.413 2.366
C20 -2.876 2.089 2.999
C21 -2.886 -0.930 3.557
C22 -5.359 0.374 2.376
H20 -2.490 -3.549 -2.478
H21 -1.664 -1.990 -2.510
H22 -3.277 -2.149 -3.187
H23 -3.226 -4.389 0.133
H24 -3.982 -3.352 1.328
H25 -2.247 -3.298 1.132
H26 -5.666 -2.985 -1.271
H27 -5.553 -1.347 -1.893
H28 -5.888 -1.623 -0.176
H29 -6.063 0.633 -1.202
H30 -6.073 2.212 -1.976
H31 -5.928 2.102 -0.231
H32 -4.122 0.459 -3.546
H33 -2.397 0.613 -3.259
H34 -3.325 2.000 -3.837
H35 -3.644 3.775 -0.113
H36 -3.666 4.092 -1.843
H37 -2.172 3.593 -1.058
H38 -1.879 2.033 3.450
H39 -3.538 2.446 3.791
H40 -2.857 2.855 2.222
H41 -1.903 -0.733 3.992
H42 -2.878 -1.929 3.118
H43 -3.578 -0.963 4.402
H44 -5.809 1.143 1.750
H45 -5.695 0.543 3.402
H46 -5.752 -0.593 2.059
Cl1 0.335 -2.514 -0.565
C23 0.371 -3.932 0.585
Cl2 0.498 -3.463 2.257
H47 1.243 -4.497 0.279
H48 -0.559 -4.458 0.405

Calculated values
Relative energy (zero: lowest compared OMol25 entry of this formula, charge and spin) (kcal/mol): 0.3
DFT total energy (eV): -160939.0706
Charge: +2
Orbital gap (eV): 6.9